[1]
C9H10N2O11 | wB97M-V/def2-TZVPD

Geometry as XYZ:
```
32
Properties=species:S:1:pos:R:3
N 1.095 -0.215 1.364
C 0.274 -0.811 1.865
O -0.661 -1.690 2.145
C -1.918 -1.031 2.361
O -2.172 -1.064 3.741
C -2.200 0.194 4.325
O -1.837 0.289 5.431
O -2.877 -1.867 1.754
N -3.555 -1.175 0.726
O -3.679 -1.896 -0.178
H -1.897 -0.017 1.920
H -2.597 1.104 3.827
O -0.446 -0.655 -1.047
C 0.285 -1.463 -1.525
O 0.664 -1.480 -2.829
C 1.708 -2.444 -2.959
C 1.463 -3.357 -1.787
O 0.849 -2.488 -0.837
H 1.642 -2.961 -3.915
H 2.671 -1.932 -2.898
H 0.771 -4.168 -2.024
H 2.382 -3.782 -1.387
O -0.675 5.086 0.254
C 0.070 4.289 -0.217
O 0.468 4.283 -1.518
C 1.524 3.330 -1.638
C 1.273 2.407 -0.475
O 0.636 3.264 0.473
H 1.477 2.818 -2.598
H 2.481 3.852 -1.562
H 0.593 1.591 -0.726
H 2.190 1.989 -0.066
```

## Properties
* Kohn-Sham gap: 10.195 eV
* structure (SMILES): N#CO[C@H](OC=O)ON=O.O=C1OCCO1.O=C1OCCO1

Here are the Mulliken charges for atoms 1 to 8, given in e: N -0.44; C 0.58; O -0.27; C -0.03; O -0.33; C 0.17; O -0.39; O -0.18



[2]
C8H15P | wB97M-V/def2-TZVPD

Geometry as XYZ:
```
24
Properties=species:S:1:pos:R:3
C -1.385 -0.360 2.787
P -0.551 -0.220 1.123
C -1.912 -0.750 -0.014
C -1.800 0.744 0.118
C -2.932 1.507 0.766
C -1.202 1.466 -1.072
H -0.627 -0.693 3.495
H -2.191 -1.090 2.776
H -1.758 0.606 3.119
H -1.609 -1.187 -0.957
H -2.772 -1.238 0.427
H -3.451 0.909 1.511
H -2.563 2.414 1.242
H -3.653 1.795 0.002
H -1.928 1.522 -1.885
H -0.320 0.940 -1.433
H -0.911 2.479 -0.801
C 3.830 -0.740 -0.143
C 4.307 -1.098 -1.180
C 4.900 -1.558 -2.416
H 3.373 -0.414 0.743
H 4.388 -1.106 -3.266
H 5.955 -1.287 -2.455
H 4.812 -2.643 -2.487
```

## Properties
* Kohn-Sham gap: 9.826 eV
* structure (SMILES): CP1CC1(C)C.C#CC
* relative energy (zero: lowest compared OMol25 entry of this formula, charge and spin): 151.66 kJ/mol

Here are the Mulliken charges for atoms 1 to 8, given in e: C -1.05; P 0.02; C -1.15; C 1.47; C -1.59; C -1.53; H 0.33; H 0.29



[3]
C30H66Br12N6O6 | wB97M-V/def2-TZVPD

Geometry as XYZ:
```
120
Properties=species:S:1:pos:R:3
Br 8.060 -11.921 25.028
C 7.016 -10.327 25.485
C 7.243 -9.137 24.567
Br 6.138 -9.295 22.977
H 7.316 -10.148 26.514
H 5.984 -10.662 25.498
H 8.284 -8.985 24.295
H 6.878 -8.218 25.020
Br 18.805 -10.698 18.878
C 16.958 -11.143 19.368
C 16.256 -10.032 20.127
Br 14.365 -10.466 20.215
H 17.029 -12.012 20.019
H 16.439 -11.445 18.465
H 16.374 -9.086 19.605
H 16.605 -9.953 21.152
Br 11.534 -8.111 18.314
C 12.180 -6.529 19.310
C 13.672 -6.750 19.440
Br 14.446 -5.117 20.231
H 11.654 -6.568 20.262
H 11.855 -5.641 18.780
H 14.185 -6.827 18.487
H 13.959 -7.568 20.089
Br 10.524 -14.409 18.992
C 8.789 -14.128 18.174
C 8.163 -12.798 18.553
Br 6.340 -12.669 17.918
H 8.183 -15.005 18.380
H 8.978 -14.146 17.100
H 8.706 -11.950 18.150
H 8.184 -12.785 19.642
Br 14.520 -13.536 26.736
C 15.154 -12.011 25.725
C 13.960 -11.132 25.428
Br 14.433 -10.015 23.839
H 15.540 -12.355 24.770
H 15.932 -11.443 26.229
H 13.470 -10.570 26.222
H 13.124 -11.744 25.087
Br 13.403 -13.476 23.135
C 11.655 -13.396 22.227
C 10.949 -14.743 22.256
Br 10.494 -15.216 24.134
H 11.811 -13.140 21.181
H 11.039 -12.636 22.696
H 11.605 -15.552 21.943
H 10.048 -14.857 21.670
C 13.690 -14.430 17.348
O 13.097 -15.397 16.930
N 13.264 -13.147 17.282
C 14.026 -12.066 17.862
C 12.080 -12.718 16.580
H 14.695 -14.457 17.805
H 13.461 -11.537 18.633
H 14.472 -11.357 17.162
H 14.851 -12.507 18.432
H 11.524 -13.578 16.201
H 11.327 -12.135 17.111
H 12.274 -12.169 15.652
C 8.398 -8.774 18.142
O 8.151 -8.556 16.978
N 8.367 -7.830 19.106
C 8.580 -8.096 20.528
C 8.127 -6.442 18.850
H 8.700 -9.753 18.541
H 8.833 -9.140 20.697
H 7.688 -7.786 21.064
H 9.467 -7.536 20.837
H 8.986 -5.836 19.178
H 7.991 -6.202 17.799
H 7.327 -5.995 19.450
C 11.551 -5.674 23.022
O 11.578 -6.851 22.720
N 12.560 -4.954 23.556
C 12.310 -3.582 23.993
C 13.860 -5.473 23.864
H 10.638 -5.064 22.945
H 12.896 -2.871 23.414
H 12.529 -3.509 25.061
H 11.243 -3.368 23.940
H 14.670 -4.787 23.619
H 13.919 -5.832 24.895
H 14.079 -6.331 23.223
C 11.012 -11.727 20.245
O 10.451 -12.778 19.983
N 10.701 -10.916 21.273
C 11.352 -9.638 21.586
C 9.675 -11.255 22.252
H 11.932 -11.408 19.715
H 11.524 -9.103 20.656
H 12.258 -9.695 22.201
H 10.733 -9.112 22.315
H 9.409 -12.311 22.250
H 10.131 -11.090 23.230
H 8.768 -10.653 22.205
C 11.482 -8.473 25.405
O 10.297 -8.671 25.156
N 11.962 -8.511 26.658
C 13.231 -7.782 26.853
C 11.168 -8.796 27.822
H 12.242 -8.235 24.654
H 13.752 -8.099 27.757
H 13.018 -6.725 27.040
H 13.860 -7.898 25.976
H 10.906 -7.862 28.340
H 10.180 -9.197 27.615
H 11.673 -9.381 28.588
C 9.943 -13.161 15.210
O 9.026 -13.365 15.972
N 10.993 -12.344 15.417
C 12.155 -12.250 14.554
C 10.986 -11.454 16.562
H 10.052 -13.744 14.280
H 12.017 -13.034 13.801
H 13.040 -12.535 15.119
H 12.202 -11.334 13.968
H 11.971 -11.356 17.035
H 10.801 -10.436 16.201
H 10.286 -11.680 17.359
```

## Properties
* Kohn-Sham gap: 5.797 eV
* relative energy (zero: lowest compared OMol25 entry of this formula, charge and spin): 3110.16 kJ/mol

Here are the Mulliken charges for atoms 1 to 8, given in e: Br -0.12; C -0.68; C 0.12; Br -0.17; H 0.33; H 0.48; H -0.34; H 0.49